Density functional theory data (the ωB97M-V functional and the def2-TZVPD basis) for a structure of composition C18H17N3O2S in a non-equilibrium geometry.

Each line ends with the Mulliken charge.
Cartesian coordinates (Å):
C -0.8803 4.2309 -4.1300  -1.458
H -1.9525 4.4213 -4.3425  0.299
H -0.4629 5.1808 -4.2741  0.425
H -0.5264 3.5883 -5.0826  0.292
C -0.3917 3.2851 -3.0091  0.911
C -0.8438 4.2089 -1.5746  -1.269
H -0.1687 5.1529 -1.4364  0.290
H -0.8043 3.5368 -0.8006  0.462
H -2.0072 4.4064 -1.7205  0.279
C -1.2994 2.0634 -2.8759  -1.241
C -0.9549 1.0959 -1.7420  0.311
N -1.6442 0.3499 -0.9516  -0.740
C -0.8017 -0.3695 -0.1897  1.657
C 0.3249 -0.4724 0.0257  0.075
C 1.2393 0.0807 -0.9728  -1.421
C 0.6787 1.0422 -1.6836  0.641
C 1.5045 1.9167 -2.8329  -0.909
O 0.9218 3.2076 -2.7354  -0.408
H 1.1018 1.4358 -3.9409  0.203
H 2.3724 1.9896 -2.5041  0.712
H 2.3029 -0.0506 -0.8636  0.442
C 0.8884 -1.3977 1.2154  0.204
O 2.0321 -1.6302 1.2010  -0.591
N -0.0246 -1.9436 2.0101  -0.001
C -1.5243 -1.9864 1.6156  0.278
S -2.4389 -2.4706 2.7327  -0.384
N -1.6063 -0.9573 0.7743  -0.272
H -2.9534 -0.8050 0.7128  0.399
C 0.5512 -2.8994 2.9726  -0.344
C 0.4096 -4.2134 2.6827  0.411
C 0.7392 -5.1787 3.5942  -1.277
C 1.4923 -4.7582 4.6889  -0.456
C 1.5680 -3.2445 4.9246  -0.693
C 1.2508 -2.4395 3.9557  0.021
H 1.2916 -1.3616 4.1076  0.331
H 1.8901 -2.8339 5.8261  0.426
H 1.8307 -5.4251 5.3713  0.472
H 0.7435 -6.0302 3.6854  0.767
H -0.1589 -4.6693 1.8020  0.225
H -2.5064 2.2125 -2.4686  0.204
H -1.1829 1.7313 -3.7673  0.726

LUMO energy = 0.1 eV
HOMO = -0.3152 Ha
energy relative to the best compared isomer or geometry (same formula, charge and spin) = 1490.64 kJ/mol
frontier orbital gap = 8.7252 eV
charge = 0
spin multiplicity = 1



Density functional theory data (the ωB97M-V functional and the def2-TZVPD basis) for a cluster of 2 separate species, C9H14 in total in a non-equilibrium geometry.

Each line ends with the Mulliken charge.
Cartesian coordinates (Å):
C -0.0125 -0.7010 2.9461  -1.476
C -0.4258 0.0363 1.6409  0.679
C 0.5878 0.4982 0.7999  -0.055
C 0.4112 1.4875 -0.1943  -0.643
C -0.9130 1.9358 -0.4803  -0.614
C -1.9143 1.3732 0.3239  -0.085
C -1.7562 0.4315 1.4220  -0.576
H 0.2209 0.0956 3.6965  0.288
H 0.7446 -1.3820 2.7086  0.384
H -0.7253 -1.2912 3.4465  0.408
H 1.5664 0.0659 1.0017  0.355
H 1.1642 2.1083 -0.7893  0.257
H -1.2988 2.5921 -1.1630  0.478
H -3.0805 1.4079 0.2222  0.165
H -2.5988 -0.0182 1.8946  0.385
C 1.5382 -1.5616 -1.8708  -1.015
C 0.4358 -0.6303 -2.4342  -0.736
H 2.3603 -0.9728 -1.5505  0.279
H 1.2469 -2.1105 -1.0636  0.343
H 1.9484 -2.2324 -2.6412  0.341
H -0.0458 0.0647 -1.7287  0.138
H -0.2338 -1.2202 -2.9220  0.433
H 0.7802 0.0232 -3.2651  0.267

LUMO energy = 1.0 eV
SMILES = Cc1ccccc1.CC
HOMO = -0.3322 Ha
energy relative to the best compared isomer or geometry (same formula, charge and spin) = 191.32 kJ/mol
frontier orbital gap = 10.0377 eV
charge = 0
spin multiplicity = 1



Density functional theory data (the ωB97M-V functional and the def2-TZVPD basis) for a structure of composition C20H50CrF2N8O2P2 in a non-equilibrium geometry.

Each line ends with the Mulliken charge.
Cartesian coordinates (Å):
Cr 0.2034 -0.1114 -0.1837  -0.048
F 1.5899 -0.3407 -1.3580  -0.604
F -1.2029 0.3544 0.9698  -0.662
O -1.1550 -1.2711 -1.1520  0.984
P -1.7072 -1.9475 -2.3743  -0.691
N -0.5534 -2.5224 -3.3844  0.477
C 0.5159 -1.6355 -3.8493  -1.021
C -0.6851 -3.8297 -4.0487  -1.089
N -2.6113 -0.7898 -3.2133  0.573
C -3.0199 -0.9683 -4.5904  -1.116
C -3.4803 0.1329 -2.4996  -1.045
N -2.6419 -3.2271 -1.9560  0.107
C -4.0613 -3.0240 -1.5283  -1.044
C -1.9334 -4.2416 -1.1653  -1.128
H 0.4266 -1.4625 -4.9073  0.423
H 1.5116 -2.0536 -3.5935  0.371
H 0.4187 -0.7446 -3.2937  0.107
H -0.2291 -4.6325 -3.4936  0.314
H -0.2043 -3.7715 -4.9835  0.432
H -1.7094 -4.1424 -4.2291  0.375
H -3.9819 -1.4483 -4.6100  0.329
H -3.1214 -0.0039 -5.0760  0.351
H -2.2657 -1.4911 -5.1678  0.310
H -4.5129 -0.0577 -2.8250  0.497
H -3.3250 0.1010 -1.3774  0.195
H -3.3306 1.1754 -2.8271  0.151
H -4.5541 -4.0156 -1.5700  0.392
H -4.1227 -2.7705 -0.5187  0.358
H -4.5539 -2.3327 -2.2003  0.318
H -0.8817 -3.8957 -0.9471  0.317
H -1.9317 -5.1725 -1.7317  0.339
H -2.4093 -4.4577 -0.2371  0.406
O 1.5108 0.9506 0.8955  0.888
P 1.7513 1.5966 2.2328  0.112
N 0.5724 1.7855 3.3758  0.121
C -0.5082 2.8331 3.0803  -1.025
C 0.0604 0.5517 3.9337  -1.205
N 2.3331 3.1139 1.9345  0.467
C 2.9677 3.5213 0.6788  -0.932
C 2.7520 4.0342 3.0076  -1.318
N 2.9023 0.5760 2.9581  0.631
C 3.9155 0.0501 2.0326  -1.117
C 3.4260 0.8363 4.2739  -1.208
H -0.0411 3.7505 3.4887  0.348
H -1.4114 2.5463 3.6251  0.440
H -0.7764 2.9587 2.0394  0.253
H -0.2571 0.8102 4.9746  0.475
H 0.8198 -0.1930 4.0865  0.245
H -0.8604 0.2322 3.4948  0.339
H 2.5435 4.5024 0.4233  0.338
H 4.0968 3.6579 0.7852  0.258
H 2.9328 2.7737 -0.1099  0.226
H 3.8163 3.8540 3.1315  0.353
H 2.5506 5.0425 2.6571  0.399
H 2.0989 3.9409 3.8603  0.329
H 4.2039 -0.9885 2.3176  0.287
H 3.5618 0.1079 0.9930  0.280
H 4.8215 0.7084 2.0854  0.308
H 2.6925 0.9528 5.0179  0.372
H 4.0420 1.7523 4.2437  0.231
H 4.1136 0.0088 4.5660  0.407
C 0.3164 -3.3638 3.6922  -1.020
C 1.7935 -3.4557 3.4650  -0.169
C 2.0936 -3.7546 1.9812  -0.836
C 1.4790 -2.6830 1.2344  0.487
N 0.9147 -1.7605 0.8049  -0.385
H -0.0443 -2.3551 3.5644  0.108
H 0.0368 -3.6256 4.6882  0.374
H -0.2957 -3.9797 3.0192  0.340
H 2.2097 -4.3243 3.9768  0.347
H 2.3657 -2.5836 3.7817  0.139
H 1.4837 -4.6787 1.7285  0.304
H 3.1321 -3.8236 1.7542  0.372
C -2.5299 4.7093 -2.1319  -1.165
C -1.1176 4.8480 -2.6640  -0.411
C -0.5117 3.4689 -3.0442  -0.745
C -0.5283 2.4637 -2.0179  0.600
N -0.5663 1.6529 -1.1735  -0.599
H -2.6456 4.1345 -1.2022  0.277
H -3.2239 4.2132 -2.7928  0.321
H -3.0147 5.6778 -1.9808  0.369
H -0.5737 5.4963 -1.9892  0.306
H -1.2328 5.3884 -3.5917  0.297
H 0.4772 3.5729 -3.4061  0.414
H -1.1292 3.0932 -3.8578  0.299

LUMO energy (spin up / spin down) = -1.6 / -1.5 eV
expectation value of S² = 3.7628
HOMO (spin up / spin down) = -0.4033 / -0.4034 Ha
frontier orbital gap (spin up / spin down) = 9.3490 / 9.4521 eV
charge = +1
spin multiplicity = 4



Density functional theory data (the ωB97M-V functional and the def2-TZVPD basis) for a structure of composition C24H30AsI2N4OPSc.

Each line ends with the Mulliken charge.
Cartesian coordinates (Å):
Sc 0.1140 1.5695 0.4259  0.128
I -1.2735 -2.9953 -1.5154  0.161
C -1.3075 -2.3273 0.4527  -0.248
C -1.7955 -3.1852 1.4678  -0.287
C -1.8604 -2.7806 2.7743  -0.400
I -2.5984 -4.0975 4.1997  0.228
C -1.4281 -1.4652 3.1257  0.643
C -1.4453 -0.9293 4.4276  -0.493
C -1.0041 0.3529 4.6574  -1.283
C -0.5363 1.1134 3.5902  0.192
N -0.4945 0.6557 2.3396  0.324
C -0.9425 -0.6286 2.1036  0.419
C -0.8920 -1.0613 0.7608  -0.059
O -0.4054 -0.1666 -0.1307  -0.399
H -2.1269 -4.1768 1.1914  0.401
H -1.8101 -1.5378 5.2457  0.273
H -1.0136 0.7785 5.6503  0.459
H -0.1819 2.1228 3.7496  0.263
C -2.6468 3.2442 -2.4005  -1.167
As -1.9466 3.1787 -0.5997  0.751
C -3.5168 3.3272 0.5219  -1.205
C -0.9644 4.8585 -0.3217  -1.153
C 0.1092 4.5167 0.6679  0.223
C 1.2716 3.8505 0.2476  -0.587
C 2.2371 3.4294 1.1684  -0.477
C 2.0482 3.6577 2.5258  -0.554
C 0.9077 4.3370 2.9497  -0.844
C -0.0578 4.7498 2.0353  -0.259
H -3.2703 4.1318 -2.4976  0.426
H -3.2501 2.3556 -2.5774  0.413
H -1.8370 3.2838 -3.1254  0.383
H -4.1010 4.1910 0.2088  0.442
H -3.2369 3.4310 1.5687  0.358
H -4.1115 2.4233 0.3987  0.411
H -1.6267 5.6480 0.0285  0.536
H -0.5432 5.1619 -1.2810  0.433
H 1.4658 3.7632 -0.8225  0.777
H 3.1560 2.9723 0.8208  0.553
H 2.8041 3.3575 3.2392  0.512
H 0.7760 4.5632 4.0006  0.520
H -0.9317 5.2854 2.3862  0.503
C 4.7383 -1.3044 -1.9343  -0.832
N 3.4024 -2.0083 -1.6211  0.018
C 2.6377 -2.1923 -2.9501  -0.551
N 2.4706 -0.9412 -3.5982  0.198
C 3.7657 -0.3129 -3.8614  -0.912
N 4.5042 -0.0826 -2.6188  0.188
C 3.9059 0.9534 -1.7833  -1.061
P 2.1907 0.4706 -1.2618  1.685
C 2.5863 -1.2320 -0.6314  -1.098
C 1.5320 -0.0544 -2.9201  -0.954
H 5.3048 -1.9965 -2.5567  0.372
H 5.2536 -1.1515 -0.9867  0.379
H 3.5995 -2.9328 -1.2311  0.368
H 1.6840 -2.6554 -2.7008  0.167
H 3.2431 -2.8677 -3.5541  0.378
H 3.6157 0.6333 -4.3775  0.363
H 4.3529 -0.9672 -4.5057  0.323
H 3.8680 1.8892 -2.3439  0.452
H 4.5320 1.1267 -0.9054  0.528
H 1.6541 -1.7728 -0.4571  0.394
H 3.1473 -1.1787 0.3029  0.495
H 1.3545 0.8246 -3.5416  0.469
H 0.5768 -0.5621 -2.7693  0.314

LUMO energy = -9.2 eV
HOMO = -0.5710 Ha
energy relative to the best compared isomer or geometry (same formula, charge and spin) = 34.25 kJ/mol
frontier orbital gap = 6.3430 eV
charge = +3
spin multiplicity = 1